# C5H14O

A 2-piece molecular cluster, C5H14O overall at a distorted geometry (ωB97M-V/def2-TZVPD, OMol25).

CARTESIAN COORDINATES (ANGSTROEM)
C  -2.61271  0.38219  2.01112
C  -2.17974  -0.67200  0.95980
C  -1.59918  0.08089  -0.26862
H  -3.70201  0.31525  2.10991
H  -2.12924  0.17094  2.95921
H  -2.47618  1.42097  1.71440
H  -3.04191  -1.29127  0.69162
H  -1.46309  -1.37284  1.37636
H  -0.72166  0.47811  0.21613
H  -2.33920  0.75091  -0.69643
H  -1.34983  -0.50379  -1.15391
C  3.25723  0.62722  -1.53842
C  2.05794  -0.25754  -1.18176
O  2.05154  -0.53827  0.22782
H  3.03431  1.64018  -1.22464
H  3.27885  0.73906  -2.62691
H  4.14650  0.26941  -1.03083
H  1.17276  0.28946  -1.25333
H  2.10165  -1.17808  -1.76004
H  2.51397  -1.35082  0.46852

## Properties
* SMILES: CCC.CCO
* gap between HOMO and LUMO: 11.19 eV
* highest occupied orbital energy: -10.24 eV


# C5H14O

A 2-piece molecular cluster, C5H14O overall at a distorted geometry (ωB97M-V/def2-TZVPD, OMol25).

CARTESIAN COORDINATES (ANGSTROEM)
C  0.55311  2.00074  0.01650
C  1.88511  2.63237  0.47219
C  0.58841  0.44417  0.24093
O  -0.38621  2.65695  0.95199
H  0.20458  2.21738  -0.95164
H  2.58283  2.87616  -0.39191
H  -0.27546  0.22247  0.83884
H  0.54506  -0.22644  -0.62547
H  1.38939  0.21129  0.85466
H  -0.97764  1.96476  1.39841
H  2.33528  1.98971  1.27690
H  1.68036  3.49533  1.16816
C  -0.59630  -2.93053  -0.84621
C  -1.82134  -2.20945  -0.40537
H  -0.39390  -3.75405  -0.19022
H  -0.85927  -3.27036  -1.87201
H  0.26143  -2.27275  -1.11187
H  -2.67427  -2.54801  -0.97147
H  -1.93744  -1.11120  -0.50956
H  -2.10374  -2.38852  0.65714

## Properties
* gap between HOMO and LUMO (spin up / spin down): 10.55 / 4.10 eV
* highest occupied orbital energy (spin up / spin down): -14.28 / -14.28 eV
* total charge: +1
* spin multiplicity: 2


# C5H14O2

A 3-piece molecular cluster, C5H14O2 overall at a distorted geometry (ωB97M-V/def2-TZVPD, OMol25).

CARTESIAN COORDINATES (ANGSTROEM)
C  -0.96550  1.80943  -0.35171
C  -0.68063  0.54167  -0.70362
C  -0.14400  0.11386  -2.12535
C  -0.96502  -0.58191  0.24732
C  -1.79501  -0.09626  1.44543
H  -1.06068  2.45829  -1.26263
H  -0.79429  2.16028  0.63652
H  -1.02990  -0.23113  -2.82289
H  0.39428  0.96622  -2.69000
H  0.66565  -0.68539  -2.08619
H  0.00116  -1.02053  0.50384
H  -1.53612  -1.35017  -0.33434
H  -1.57900  0.86203  1.86503
H  -2.89007  -0.19243  1.22980
H  -1.66744  -0.72928  2.40254
O  3.24056  -1.81391  -0.24672
H  3.36776  -0.97378  -0.66146
H  2.26060  -1.95678  -0.21718
O  1.65863  0.56978  1.49211
H  1.32948  0.43777  2.37230
H  2.18954  -0.28776  1.30718

## Properties
* SMILES: C=C(C)CC.O.O
* gap between HOMO and LUMO: 9.29 eV
* highest occupied orbital energy: -8.74 eV


# C5H14O3

A 4-piece molecular cluster, C5H14O3 overall at a distorted geometry (ωB97M-V/def2-TZVPD, OMol25).

CARTESIAN COORDINATES (ANGSTROEM)
C  0.24948  -1.72604  -0.68744
C  -0.50628  -1.54013  0.63504
C  -3.31568  0.83579  1.55578
O  1.76084  1.45828  -1.76244
C  -2.12305  0.30208  1.17306
C  -1.86952  -0.93061  0.53702
H  1.18254  -2.25496  -0.49753
H  -0.37021  -2.26089  -1.40373
H  0.61082  -0.76102  -1.00736
H  -0.68012  -2.55387  1.01410
H  0.10771  -0.99033  1.33648
H  -4.22590  0.26001  1.44652
H  -3.34573  1.78378  2.06797
H  2.54326  0.09193  -1.64448
H  -1.26125  0.97412  1.21128
H  -2.76161  -1.56425  0.57379
H  1.40207  1.68559  -0.37058
H  3.95674  -0.55825  -1.20188
O  3.00831  -0.71614  -1.21622
H  1.15592  2.69063  0.86489
H  2.44828  1.91762  -2.25063
O  0.94814  1.79890  0.58062

## Properties
* gap between HOMO and LUMO (spin up / spin down): 8.04 / 7.60 eV
* highest occupied orbital energy (spin up / spin down): -4.25 / -4.51 eV
* total charge: -1
* spin multiplicity: 2


# C5H14O3

A 4-piece molecular cluster, C5H14O3 overall at a distorted geometry (ωB97M-V/def2-TZVPD, OMol25).

CARTESIAN COORDINATES (ANGSTROEM)
C  -1.14389  -1.60491  0.91864
C  0.03357  -1.76309  -0.08185
C  2.82554  0.81423  -0.73498
O  0.37224  2.32350  0.52931
C  1.85885  -0.16442  -0.78410
C  1.19272  -0.83202  0.22193
H  -2.03008  -2.06803  0.55499
H  -0.92078  -2.21657  1.93243
H  -1.34443  -0.55314  1.13799
H  0.33293  -2.93053  -0.13296
H  -0.22721  -1.50312  -1.13140
H  3.34289  0.87207  0.19963
H  3.01088  1.48170  -1.56650
H  -0.60625  2.00557  0.66046
H  1.56670  -0.36484  -1.83769
H  1.84786  -0.88595  1.12098
H  -1.86662  1.12026  -0.24793
H  -3.20267  1.66625  1.09899
O  -2.24619  1.54624  1.08462
H  -2.04527  0.86323  -1.81956
H  0.80487  1.69413  -0.04383
O  -1.55565  0.49942  -1.07918

## Properties
* gap between HOMO and LUMO: 3.85 eV
* highest occupied orbital energy: -7.65 eV


# C5H14O3

A 2-piece molecular cluster, C5H14O3 overall at a distorted geometry (ωB97M-V/def2-TZVPD, OMol25).

CARTESIAN COORDINATES (ANGSTROEM)
O  0.01626  -2.81500  1.94478
C  0.60018  -1.51352  1.89454
C  0.40982  -0.86309  0.55011
C  1.05044  0.54451  0.45381
C  1.18699  1.07519  -0.96685
C  0.02593  0.88458  -1.91206
O  -0.95316  1.90725  -1.63803
H  0.16242  -3.30146  1.12566
H  0.05005  -0.96416  2.66640
H  1.64614  -1.56188  2.15946
H  -0.65993  -0.76944  0.33940
H  0.87391  -1.47212  -0.23000
H  2.01566  0.48133  0.95666
H  0.45782  1.21378  1.05683
H  1.45761  2.13012  -0.94636
H  2.09334  0.63329  -1.38534
H  -0.43091  -0.10404  -1.83651
H  0.41127  1.02247  -2.92258
H  -1.81305  1.60028  -1.97863
O  -2.93749  0.47277  -0.15690
H  -3.49787  0.45496  0.63344
H  -2.16541  0.94418  0.19216

## Properties
* SMILES: OCCCCCO.O
* gap between HOMO and LUMO: 11.07 eV
* highest occupied orbital energy: -10.33 eV